Formula: C39H30Cl3F6LuN7OS2Sb
Source: the OMol25 dataset
Level of theory: ωB97M-V/def2-TZVPD

```
90
Properties=species:S:1:pos:R:3
Lu 1.78245 -0.11164 0.68500
C 1.64711 -3.23361 4.10428
C 1.87436 -2.46621 2.93311
N 1.27602 -1.35413 2.63994
C 0.36138 -0.86145 3.54997
C 0.15865 -1.45585 4.82049
C 0.81686 -2.68796 5.04562
C -0.73108 -0.75015 5.76416
C -1.07625 0.55848 5.45632
C -0.82564 1.18910 4.23972
C -0.18263 0.45553 3.22878
N 0.08378 0.89609 1.94880
C -0.53478 1.95212 1.41781
C -1.80528 2.47828 1.79326
C -2.24404 3.68815 1.27698
C -1.68654 4.27368 0.13106
C -0.48033 3.72104 -0.31169
C 0.29638 4.16080 -1.44424
C 1.55294 3.70189 -1.77303
C 2.01656 2.59289 -1.11448
N 1.26272 2.03007 -0.15861
C 0.07635 2.58780 0.24996
H 2.05249 -4.21696 4.31154
H 2.53595 -2.85724 2.20959
H 0.50170 -3.16069 6.03443
H -1.03008 -1.23658 6.69494
H -1.57890 1.09958 6.21458
H -0.98431 2.31261 4.09717
H -2.36573 1.88186 2.46009
H -3.19129 4.01172 1.58184
H -2.09875 5.20728 -0.22473
H -0.13021 5.00355 -2.00048
H 2.08368 4.22640 -2.56544
H 3.02482 2.13216 -1.27271
F 2.07484 -0.30288 -1.40424
Sb 5.10777 -0.00953 1.75574
F 5.15520 1.43808 0.45247
F 3.32261 0.66016 2.20833
F 4.48267 -1.35238 3.01077
F 3.75298 -1.05045 0.55673
F 5.86813 1.10914 3.10306
C 10.40706 -2.42850 -1.92550
C 9.70629 -1.32369 -1.16777
C 9.88416 0.02852 -1.18130
C 9.03881 0.82029 -0.52823
N 8.02625 0.33861 0.15243
C 8.00114 -0.96660 0.23745
S 6.87729 -1.62344 1.47413
N 8.77572 -1.85451 -0.35562
H 10.86644 -3.20139 -1.35529
H 11.14985 -2.00460 -2.59154
H 9.62614 -3.02342 -2.41052
H 10.64341 0.48286 -1.82046
H 9.18064 1.86278 -0.52585
Cl -5.86092 3.79780 0.20940
C -5.30662 2.28646 -0.41423
C -6.00886 1.14778 0.00819
C -5.53892 -0.06683 -0.50002
C -4.50543 -0.30209 -1.37478
C -4.15273 -1.63030 -1.90674
C -3.41634 -2.35025 -0.72456
N -1.96121 -2.17999 -0.77686
C -1.08799 -2.60103 -1.75083
C 0.14494 -2.13215 -1.42975
N 0.03811 -1.42613 -0.25888
C -1.25149 -1.46094 0.10785
O -5.15246 -2.53882 -2.28999
C -5.71512 -2.42534 -3.62404
C -6.24896 -1.06390 -3.86333
C -7.28301 -0.54685 -3.16822
Cl -8.28703 -1.34810 -1.99093
S -7.66636 1.06316 -3.57394
C -6.47366 1.09840 -4.74615
C -5.77816 -0.06202 -4.79448
C -3.86694 0.91029 -1.72464
Cl -2.45691 0.89954 -2.76889
C -4.26734 2.19831 -1.30869
H -6.88070 1.19407 0.65263
H -6.16930 -0.93118 -0.30510
H -3.44440 -1.55693 -2.71578
H -3.67432 -3.44120 -0.75707
H -3.84156 -1.97852 0.22210
H -1.29659 -3.18878 -2.61466
H 1.07505 -2.32837 -1.90928
H -1.69828 -1.13834 1.02557
H -6.43790 -3.24631 -3.71200
H -4.95425 -2.73432 -4.39752
H -6.23200 1.94469 -5.37077
H -5.02566 -0.26688 -5.49107
H -3.72245 3.03743 -1.67138
```

Output
<S²>   0.832
Total charge   +1
2S+1   2
DFT total energy   -6214.7308 hartree

Results of the Mulliken charge analysis, in e, for atoms 1 through 5:
1 Lu 1.984
2 C -1.169
3 C 0.023
4 N 0.263
5 C 0.044


Formula: C4H7BrNS
Source: the OMol25 dataset
Level of theory: ωB97M-V/def2-TZVPD

```
14
Properties=species:S:1:pos:R:3
C 1.26447 -0.28465 2.29454
C 0.48066 -0.34791 1.37005
C 0.76961 -0.98629 -0.84039
C -0.91521 0.59305 -0.33204
N -0.19146 -0.51651 0.15281
S 1.22496 -2.72071 -0.69408
Br 3.27821 -3.00688 -0.06468
H 1.79453 -0.52844 3.13755
H 0.26897 -1.00461 -1.82643
H 1.48568 -0.25933 -1.14495
H -1.78643 0.93326 0.28357
H -0.18008 1.51371 -0.40410
H -1.26887 0.37400 -1.42608
H -0.80581 -1.38427 0.27371
```

Output
SMILES string   C#C[N@@H+](C)CSBr
Energy relative to the best compared isomer or geometry (same formula, charge and spin)   414.5 kJ/mol
Total charge   +1
2S+1   1
DFT total energy   -3183.1672 hartree

Results of the natural (NBO) charge analysis, in e, for atoms 1 through 5:
1 C -0.041
2 C 0.047
3 C -0.424
4 C -0.452
5 N -0.418